(1)
{
  "formula": "C11H44N2O11",
  "method": "ωB97M-V/def2-TZVPD",
  "gap_ev": 8.90,
  "smiles": "NC(N)=O.CO.CO.CO.CO.CO.CO.CO.CO.CO.CO",
  "charge": 0,
  "e_lumo_ev": 0.27,
  "species": ["N", "C", "N", "O", "H", "H", "H", "H", "C", "O", "H", "H", "H", "H", "C", "O", "H", "H", "H", "H", "C", "O", "H", "H", "H", "H", "C", "O", "H", "H", "H", "H", "C", "O", "H", "H", "H", "H", "C", "O", "H", "H", "H", "H", "C", "O", "H", "H", "H", "H", "C", "O", "H", "H", "H", "H", "C", "O", "H", "H", "H", "H", "C", "O", "H", "H", "H", "H"],
  "xyz": [[-2.9549, 0.8746, 4.8137], [-2.3684, -0.1018, 4.2861], [-1.9501, -0.0280, 3.0563], [-2.2934, -1.2243, 4.8484], [-3.4839, 0.6989, 5.6560], [-2.8352, 1.8473, 4.5697], [-1.5000, -0.7637, 2.5307], [-1.9563, 0.8849, 2.6242], [0.4043, -4.7633, 1.3775], [0.1851, -3.9460, 0.1767], [-0.5939, -5.0263, 1.7277], [0.9781, -5.6890, 1.3346], [0.9337, -4.2432, 2.1759], [-0.1620, -4.5268, -0.5043], [2.0747, 0.1911, 2.9797], [2.1445, 0.7059, 1.6534], [1.7423, -0.8302, 2.7938], [3.0165, 0.1098, 3.5224], [1.2485, 0.7496, 3.4196], [1.7213, 0.1288, 1.0134], [-2.7514, -1.1725, -2.9925], [-3.1775, -2.5077, -3.1052], [-2.6283, -1.0924, -1.9124], [-1.7198, -1.1473, -3.3437], [-3.2911, -0.3367, -3.4376], [-3.6154, -2.7475, -2.2853], [-1.0409, 4.0619, -1.8350], [-1.0938, 2.7151, -1.4731], [-0.7436, 4.0197, -2.8828], [-2.0949, 4.3148, -1.7194], [-0.4428, 4.6161, -1.1117], [-0.2290, 2.3082, -1.5638], [4.1741, -2.6732, -1.1019], [5.4472, -3.2112, -0.8393], [4.3687, -1.6014, -1.0620], [3.9684, -2.8108, -2.1634], [3.4452, -2.9767, -0.3504], [5.3780, -4.1139, -0.5201], [1.9933, -1.2977, -3.8688], [2.6174, -0.1059, -3.7908], [2.6634, -2.1496, -3.7530], [1.1202, -1.4146, -3.2269], [1.7053, -1.4071, -4.9144], [3.0018, 0.1841, -4.6212], [-0.0507, -0.3418, -0.2875], [1.1517, -1.1075, 0.0772], [0.1337, 0.6601, 0.1000], [-0.1041, -0.1545, -1.3599], [-0.9773, -0.7490, 0.1173], [0.9050, -2.0309, -0.0130], [-3.8482, 0.6076, 0.1277], [-2.7467, 1.4317, 0.4037], [-4.5822, 0.7020, 0.9280], [-4.3226, 0.6473, -0.8528], [-3.5100, -0.3889, 0.4118], [-2.5721, 1.9386, -0.3927], [2.3457, 2.8106, -1.6653], [1.4700, 1.8101, -1.9455], [3.3958, 2.6616, -1.9164], [2.1589, 3.8401, -1.9706], [2.4061, 2.8120, -0.5770], [1.7846, 1.4967, -2.7966], [-0.6873, 3.0421, 2.2090], [-0.9852, 2.8380, 3.5877], [0.2581, 3.5843, 2.2296], [-0.6223, 2.0697, 1.7208], [-1.3360, 3.6660, 1.5941], [-1.0704, 3.6519, 4.0896]],
  "atomic_forces_ev_per_a": [[-3.279, 5.602, 3.286], [1.814, -7.854, 0.180], [1.221, 1.989, -3.806], [-0.248, 0.748, 0.280], [0.432, -0.111, -0.111], [0.164, -0.360, -0.397], [-0.109, 0.009, 0.846], [-0.033, -0.291, -0.300], [-0.949, 0.201, 0.188], [1.108, -0.668, 1.062], [0.102, -0.050, 0.353], [0.073, -0.063, -1.166], [-0.292, 0.803, -0.418], [-0.013, -0.037, -0.055], [-1.484, -0.907, -1.830], [1.388, 1.734, 0.153], [-0.190, -0.402, 0.838], [0.007, 0.693, -0.131], [0.420, -0.138, 1.021], [0.394, -0.637, 0.435], [1.749, -0.397, 1.642], [-0.905, -0.597, -0.989], [-0.083, 1.283, 0.062], [0.008, 0.199, -0.438], [-0.612, -0.474, -0.090], [-0.113, -0.005, -0.191], [-0.912, -0.886, 0.020], [-0.478, -1.434, 0.967], [0.254, 1.266, -0.018], [0.142, 0.936, -0.391], [0.264, 0.418, -0.501], [0.505, -0.215, -0.156], [1.010, 1.066, -0.374], [0.838, -0.676, 0.428], [-0.569, 0.189, 0.439], [-0.858, -0.627, 0.146], [-0.326, 0.048, -0.478], [-0.072, 0.001, -0.096], [-0.754, -2.534, -2.077], [1.298, 3.170, 1.257], [0.158, -0.061, 0.637], [0.184, 0.359, 0.154], [-0.860, -0.394, -0.082], [-0.082, -0.366, 0.008], [1.274, 0.404, 0.116], [-1.716, 0.415, -0.857], [-0.330, -0.107, 0.315], [-0.142, -0.575, -0.154], [0.144, -0.124, -0.021], [0.096, -0.549, 0.118], [-0.170, -1.351, 1.895], [-0.263, 0.621, -0.561], [-0.547, 0.751, -0.222], [0.348, 0.194, -0.001], [0.007, -0.662, -0.887], [0.721, 0.342, -0.104], [2.208, 1.854, 2.879], [-0.720, -0.741, -1.606], [0.021, -0.685, -0.598], [-0.838, -0.014, -0.460], [-0.019, 0.481, 0.275], [-0.501, -1.035, -0.375], [1.134, 0.827, 0.213], [-1.108, -0.550, 0.077], [0.437, -0.410, -0.660], [0.276, 0.199, 0.200], [-0.779, -0.058, 0.484], [0.160, 0.242, -0.374]],
  "nbo_charge": [-0.809, 0.740, -0.815, -0.733, 0.406, 0.404, 0.407, 0.392, -0.268, -0.754, 0.179, 0.175, 0.199, 0.478, -0.253, -0.782, 0.162, 0.174, 0.180, 0.495, -0.251, -0.723, 0.169, 0.166, 0.171, 0.467, -0.250, -0.786, 0.174, 0.180, 0.170, 0.501, -0.253, -0.729, 0.189, 0.156, 0.176, 0.460, -0.231, -0.739, 0.159, 0.183, 0.157, 0.482, -0.266, -0.769, 0.194, 0.173, 0.175, 0.507, -0.267, -0.753, 0.174, 0.176, 0.163, 0.501, -0.275, -0.734, 0.174, 0.154, 0.196, 0.501, -0.251, -0.753, 0.169, 0.197, 0.167, 0.473]
}

(2)
{
  "formula": "C11H44O11",
  "method": "ωB97M-V/def2-TZVPD",
  "gap_ev": 8.98,
  "charge": 0,
  "e_lumo_ev": 0.28,
  "species": ["C", "O", "H", "H", "H", "H", "C", "O", "H", "H", "H", "H", "C", "O", "H", "H", "H", "H", "C", "O", "H", "H", "H", "H", "C", "O", "H", "H", "H", "H", "C", "O", "H", "H", "H", "H", "C", "O", "H", "H", "H", "H", "C", "O", "H", "H", "H", "H", "C", "O", "H", "H", "H", "H", "C", "O", "H", "H", "H", "H", "C", "O", "H", "H", "H", "H"],
  "xyz": [[-3.8136, -2.1697, -1.0867], [-4.2886, -2.4257, 0.2653], [-4.3076, -2.8267, -1.6767], [-2.8066, -2.5247, -1.3107], [-3.9146, -1.0447, -1.3437], [-5.0836, -2.6387, 0.3323], [-1.4636, -2.6137, 2.3663], [-2.3086, -1.5947, 2.2783], [-0.4346, -2.1947, 2.0343], [-2.1376, -3.4417, 1.9513], [-1.2146, -2.5827, 3.2573], [-3.1516, -1.8597, 1.7133], [-1.7596, 4.2173, 0.1243], [-2.7296, 5.1333, 0.3333], [-1.7456, 3.9293, -1.0397], [-1.7946, 3.0993, 0.6073], [-0.8026, 4.5413, 0.6273], [-2.5486, 6.0443, -0.0377], [3.1734, 1.3613, 0.5203], [2.3064, 1.9783, 1.5603], [3.0104, 1.7943, -0.3127], [3.1484, 0.2763, 0.4223], [4.1174, 1.5443, 0.8803], [2.6914, 1.4463, 2.1743], [1.6524, 3.7473, -0.5177], [1.1494, 2.8193, -1.6067], [2.6944, 3.8933, -0.6617], [1.4284, 3.2743, 0.2613], [1.1484, 4.7893, -0.7017], [0.9124, 1.9213, -1.2197], [3.7594, -0.9467, 0.8313], [2.4344, -1.5307, 0.9583], [3.8074, 0.1643, 0.5973], [4.2174, -1.1927, -0.1357], [4.3804, -1.2267, 1.6503], [2.4094, -2.1387, 1.7033], [-0.4146, 0.2383, -0.0687], [0.8644, 0.2043, -0.7407], [-0.9326, 0.9623, -0.7167], [-0.4696, 0.4953, 0.8563], [-1.0226, -0.5317, -0.1997], [1.4904, -0.3297, -0.2577], [-3.9676, 2.7453, -2.2897], [-4.7706, 1.6113, -2.6467], [-3.8316, 3.3733, -3.1517], [-3.1146, 2.4383, -2.0497], [-4.5466, 3.4653, -1.5657], [-4.5286, 1.4953, -3.5817], [0.7914, -3.4377, -1.9707], [0.4784, -3.6337, -3.3697], [-0.1286, -3.7457, -1.4637], [1.1364, -2.3657, -1.8997], [1.7014, -4.1367, -1.5327], [1.1004, -4.2647, -3.6617], [4.1844, -2.5767, -1.8487], [3.7354, -3.4497, -2.7497], [3.3634, -2.0237, -1.6667], [5.0294, -2.0957, -2.2157], [4.4264, -3.1057, -0.9387], [3.9144, -3.1627, -3.6267], [-0.9336, 0.2043, 4.9963], [-1.4126, 0.4653, 3.6873], [0.1064, 0.2903, 4.9993], [-1.3146, -0.8357, 5.1093], [-1.4556, 0.9523, 5.6073], [-1.6136, -0.2667, 3.1573]],
  "atomic_forces_ev_per_a": [[0.475, 2.653, 1.630], [12.443, 3.181, -0.682], [-2.322, -1.339, -2.362], [0.453, 0.413, 1.152], [0.018, -2.023, 0.229], [-10.891, -2.810, 0.262], [-0.109, -1.166, -7.661], [-5.993, 3.315, -2.494], [-1.001, -1.654, -1.412], [2.772, -0.220, 0.552], [1.848, -1.834, 9.163], [2.408, 1.144, 1.382], [2.940, -3.600, -1.560], [-2.384, 2.196, 0.632], [0.922, 0.801, 2.368], [-1.257, 2.786, -0.604], [-0.451, -0.149, -1.333], [0.190, -2.006, 0.551], [-4.186, 4.088, 3.636], [-0.155, 0.310, -3.692], [-0.946, 3.278, -5.904], [-10.356, 4.343, -2.545], [2.876, 0.700, 0.529], [0.635, -1.816, 4.377], [-1.035, 3.603, -8.782], [0.283, 0.328, 1.115], [1.005, 0.045, 0.016], [-1.752, -2.723, 6.893], [0.713, -2.075, 0.654], [0.777, 1.511, -0.386], [3.178, -5.263, -0.030], [0.581, 1.206, -0.503], [8.521, -5.570, 4.091], [0.018, -1.052, 0.505], [0.613, -0.475, 0.533], [0.142, 0.206, -0.095], [1.688, 2.419, -6.779], [-0.875, -0.207, 0.305], [-0.096, 0.398, 0.665], [0.550, 1.984, 6.021], [-1.917, -4.419, -0.670], [-0.131, -0.499, 0.474], [-8.196, 3.741, -1.217], [0.202, 0.232, -0.754], [0.054, 0.418, -0.667], [7.100, -2.224, 2.949], [1.359, -1.828, -0.828], [-0.511, -0.424, 0.532], [1.834, -0.734, 0.183], [-0.223, 0.517, 1.052], [0.314, 0.716, 0.531], [-0.772, -1.109, 0.622], [-2.324, 1.666, -1.387], [0.987, -1.032, -0.873], [1.216, -1.167, 1.390], [-0.957, -3.910, -2.341], [-2.223, 3.104, 1.247], [1.570, 1.515, -0.211], [0.284, -0.189, 0.374], [0.143, 0.297, -0.984], [-3.146, -1.131, -1.672], [0.820, 3.434, 0.318], [1.767, 0.040, 0.515], [0.692, 0.525, 1.384], [0.471, -0.541, 0.432], [-0.659, -1.927, -0.838]],
  "nbo_charge": [-0.265, -0.737, 0.177, 0.191, 0.202, 0.458, -0.228, -0.781, 0.142, 0.192, 0.150, 0.522, -0.253, -0.740, 0.155, 0.188, 0.169, 0.479, -0.258, -0.686, 0.192, 0.194, 0.147, 0.451, -0.221, -0.797, 0.157, 0.176, 0.166, 0.495, -0.371, -0.761, 0.258, 0.170, 0.180, 0.499, -0.227, -0.761, 0.172, 0.178, 0.165, 0.485, -0.227, -0.728, 0.156, 0.153, 0.186, 0.462, -0.265, -0.738, 0.173, 0.188, 0.173, 0.465, -0.242, -0.724, 0.163, 0.165, 0.169, 0.469, -0.243, -0.768, 0.158, 0.162, 0.182, 0.487]
}

(3)
{
  "formula": "C11H4BrCl4MnNO3",
  "method": "ωB97M-V/def2-TZVPD",
  "gap_ev": [7.27, 6.76],
  "spin_multiplicity": 6,
  "charge": 0,
  "e_lumo_ev": [-0.79, -2.04],
  "s_squared": 8.899,
  "species": ["Mn", "Cl", "C", "C", "Cl", "C", "Cl", "C", "O", "C", "O", "C", "Cl", "O", "C", "C", "C", "N", "C", "Br", "C", "H", "H", "H", "H"],
  "xyz": [[-0.6342, -1.0874, -0.5160], [3.5432, 3.0263, -4.0395], [2.1927, 2.3529, -3.2249], [0.9435, 3.0723, -3.2300], [0.8521, 4.5736, -4.0538], [-0.1535, 2.5770, -2.5865], [-1.6612, 3.3938, -2.5585], [-0.0752, 1.3350, -1.8920], [-1.0463, 0.8225, -1.2695], [1.1908, 0.6022, -1.8914], [1.2275, -0.4971, -1.2723], [2.3099, 1.1563, -2.5788], [3.7731, 0.2629, -2.5388], [-1.8103, -3.1488, 4.4275], [-1.3510, -2.3457, 3.4491], [-0.6628, -1.1512, 3.7285], [-0.2188, -0.3776, 2.6879], [-0.4540, -0.7816, 1.4328], [-1.0982, -1.8957, 1.1791], [-1.4097, -2.4154, -2.1911], [-1.5834, -2.7429, 2.1394], [-1.5964, -2.7818, 5.2947], [-0.4820, -0.8405, 4.7502], [0.3159, 0.5500, 2.8390], [-2.1117, -3.6593, 1.9147]],
  "atomic_forces_ev_per_a": [[0.404, 0.712, -0.240], [-0.034, -0.008, 0.005], [-0.107, 0.233, -0.087], [0.256, 0.027, -0.090], [0.010, -0.031, 0.005], [-0.117, -0.105, 0.114], [0.018, 0.033, -0.024], [0.047, 0.045, -0.046], [-0.101, -0.047, 0.112], [0.017, 0.063, -0.044], [0.024, -0.110, 0.120], [-0.039, -0.153, 0.112], [0.015, 0.027, -0.024], [0.065, 0.114, 0.106], [-0.054, -0.095, 0.202], [-0.050, -0.089, 0.053], [0.023, 0.041, -0.177], [0.035, 0.072, 0.444], [0.018, 0.010, -0.079], [-0.322, -0.556, -0.485], [-0.092, -0.154, 0.119], [-0.032, -0.055, -0.072], [-0.018, -0.033, -0.016], [0.002, 0.002, -0.025], [0.032, 0.057, 0.016]],
  "nbo_charge": [1.340, 0.076, -0.065, -0.053, 0.075, -0.166, 0.064, 0.404, -0.683, 0.332, -0.665, -0.143, 0.065, -0.635, 0.373, -0.328, 0.086, -0.529, 0.050, -0.475, -0.311, 0.488, 0.228, 0.220, 0.252]
}

Energy above the lowest of the compared OMol25 structures with the same formula, charge and spin list, top to bottom, in kJ/mol: 263.90, 1708.64, 5.09